{"formula": "C64H46Br2FeGeN4", "method": "the ωB97M-V functional and the def2-TZVPD basis", "homo_ev": [-2.45, -3.81], "gap_ha": [0.1784, 0.1868], "spin_multiplicity": 6, "e_lumo_ev": [2.40, 1.27], "charge": -1, "symbols": ["Br", "Br", "Ge", "Fe", "N", "N", "N", "N", "C", "C", "C", "C", "C", "C", "C", "C", "C", "C", "C", "C", "C", "C", "C", "C", "C", "C", "C", "C", "C", "C", "C", "C", "C", "C", "C", "C", "C", "C", "C", "C", "C", "C", "C", "C", "C", "C", "C", "C", "C", "C", "C", "C", "C", "C", "C", "C", "C", "C", "C", "C", "C", "C", "C", "C", "C", "C", "C", "C", "C", "C", "C", "C", "H", "H", "H", "H", "H", "H", "H", "H", "H", "H", "H", "H", "H", "H", "H", "H", "H", "H", "H", "H", "H", "H", "H", "H", "H", "H", "H", "H", "H", "H", "H", "H", "H", "H", "H", "H", "H", "H", "H", "H", "H", "H", "H", "H", "H", "H"], "positions_angstrom": [[0.028192, 1.372772, 3.965819], [-2.290320, -0.064421, 2.314787], [2.970665, 0.045529, -2.554114], [-0.890611, 0.151637, -0.014561], [-2.532018, 0.328720, -1.056840], [-0.859141, -1.768588, -0.347811], [0.921066, 0.008375, 0.640705], [-0.805881, 2.106410, 0.177826], [-3.210786, 2.521425, -0.241116], [7.203408, -0.159704, -2.431481], [1.291150, -3.193983, 2.406454], [3.236839, -2.735888, -1.658235], [-4.345409, -4.132104, -5.340344], [-1.925289, 2.893760, 0.268669], [-4.342163, 3.472924, -0.008584], [1.927993, 1.009722, 0.215619], [0.262561, 2.876381, 0.586593], [5.855454, -0.496219, -2.542017], [-0.987534, -3.760451, -1.452727], [-3.840417, -2.857338, -5.567329], [2.730579, 4.572333, 0.015678], [-0.104756, -3.912090, -0.408042], [-3.081598, -0.594218, -1.878083], [-6.474116, 5.220327, 0.499180], [-4.875443, 3.592594, 1.278314], [-0.219708, 4.165757, 0.974039], [1.848722, 1.001680, -1.326911], [0.723334, -4.477807, 2.572273], [4.846791, 5.242101, 0.964637], [-0.892190, -0.267623, 3.611627], [-4.390912, -0.114307, -2.324567], [5.246366, 1.711544, -1.806816], [3.579549, 0.928501, -5.292946], [-3.182674, -2.665722, -3.231463], [3.788637, 5.469540, 0.090013], [6.589372, 2.047331, -1.688484], [1.245873, 0.996243, -4.728590], [0.941045, 1.425183, -6.016654], [4.817488, 4.112910, 1.775593], [2.091932, -3.861067, -3.924569], [2.568623, 0.736973, -4.347732], [2.791618, -1.898527, -2.687052], [-3.448227, 1.375830, -0.931494], [3.277704, 1.358970, -6.581870], [4.860945, 0.434419, -2.232381], [2.547189, -4.681052, -2.898353], [-2.552510, -1.867736, -2.140218], [2.690694, 3.411654, 0.809605], [1.958409, 1.604665, -6.945862], [-1.582381, 4.165714, 0.775482], [-5.934379, 4.456597, 1.530495], [1.057354, -5.292470, 3.645701], [2.496078, -3.596319, 4.504593], [-4.632477, 1.056832, -1.705688], [-3.709982, -3.941329, -3.020841], [3.227384, 0.417107, 0.706541], [3.121528, -4.117368, -1.765138], [1.535065, -1.041908, 1.153183], [3.757023, 3.218087, 1.702933], [2.214906, -2.477591, -3.820432], [-1.494254, -2.424803, -1.384755], [-5.943907, 5.115128, -0.778470], [2.165763, -2.774113, 3.434981], [-4.881899, 4.249736, -1.028173], [2.983076, -0.758478, 1.275240], [7.570477, 1.111879, -2.005395], [-0.030274, -2.662923, 0.270533], [0.914884, -2.302455, 1.311955], [1.957322, -4.870861, 4.620037], [-4.279334, -4.667294, -4.060786], [1.596250, 2.437269, 0.647359], [-3.266284, -2.137140, -4.525639], [1.635316, -4.297334, -4.808116], [1.724907, 1.939646, -7.950361], [0.387105, 4.969637, 1.367403], [-3.883379, -2.425631, -6.562373], [-5.512851, 1.679223, -1.789930], [5.626249, 3.927529, 2.474950], [-2.858145, -1.147992, -4.708076], [8.618667, 1.376760, -1.920439], [1.855988, -1.847407, -4.627848], [-0.088889, 1.618263, -6.293077], [4.197505, 0.856642, 0.518954], [-0.012556, -4.819384, 1.856006], [3.169023, -3.223623, 5.270351], [0.859313, 1.286045, -1.675892], [-2.276781, 4.979217, 0.942067], [1.927569, 4.741637, -0.692776], [-4.681563, -5.654691, -3.867054], [-1.359744, -0.612822, 4.519488], [-1.238803, -4.496331, -2.204603], [2.208224, -5.507755, 5.460950], [5.575755, -1.493489, -2.871456], [2.571611, -1.770102, 3.414555], [2.441559, -5.758714, -2.975551], [-6.351912, 5.714012, -1.584780], [3.714599, -1.459352, 1.657711], [0.484992, -4.788111, -0.174216], [-6.339161, 4.532743, 2.534012], [-5.050239, -0.649563, -2.993388], [-4.785235, -4.701551, -6.151050], [0.600530, -6.273786, 3.726873], [-4.462406, 4.176378, -2.026370], [4.488393, 2.451906, -1.554499], [7.965993, -0.891959, -2.677399], [3.671662, -2.305132, -0.761805], [-3.687831, -4.358590, -2.021979], [-7.301115, 5.894662, 0.694007], [3.734263, 2.368033, 2.373763], [-4.447940, 2.993775, 2.076577], [0.439065, 0.859367, -4.010063], [3.797017, 6.343720, -0.554731], [6.869562, 3.037151, -1.345328], [-0.204146, -0.984219, 3.190335], [4.613697, 0.744980, -5.020692], [5.677469, 5.937016, 1.017395], [4.074022, 1.505867, -7.302964], [3.469308, -4.751837, -0.955985]], "forces_ev_per_a": [[0.1, 0.1, 0.0], [-0.5, 0.0, 0.2], [0.2, 0.0, -0.3], [0.1, 0.0, -0.6], [-0.3, 0.0, -0.1], [0.1, -0.2, -0.1], [0.5, 0.2, -0.1], [-0.1, 0.2, 0.0], [-0.2, 0.2, 0.2], [-0.1, 0.0, 0.0], [0.1, -0.1, -0.1], [-0.1, 0.0, -0.1], [0.0, 0.1, 0.0], [0.3, 0.1, 0.1], [0.1, 0.0, 0.1], [-0.1, 0.4, -0.3], [0.0, 0.2, 0.2], [0.0, 0.1, 0.1], [0.0, 0.0, 0.0], [0.0, 0.0, 0.1], [0.1, -0.1, 0.0], [-0.1, -0.1, 0.0], [0.0, 0.0, 0.1], [0.0, -0.1, 0.1], [0.0, 0.1, -0.1], [0.2, 0.0, 0.0], [0.0, -0.4, 0.5], [0.1, 0.0, 0.0], [-0.1, -0.1, 0.0], [-0.1, 0.0, -0.1], [0.0, -0.2, -0.1], [0.0, -0.1, 0.0], [-0.2, 0.0, 0.0], [0.1, 0.1, 0.0], [0.0, 0.0, 0.0], [0.0, -0.1, 0.0], [0.1, 0.0, 0.0], [0.1, 0.0, 0.1], [-0.1, 0.0, 0.0], [0.0, 0.0, 0.0], [-0.2, 0.1, -0.1], [-0.2, -0.2, 0.1], [0.1, -0.2, -0.1], [-0.1, 0.0, 0.1], [0.1, 0.1, 0.0], [0.0, 0.1, 0.0], [0.0, 0.0, -0.1], [0.1, 0.0, -0.1], [0.1, 0.0, 0.1], [-0.2, 0.0, 0.0], [0.1, 0.0, -0.1], [0.0, 0.1, -0.1], [0.0, 0.1, -0.1], [0.0, -0.1, 0.0], [-0.1, 0.0, 0.0], [-0.1, 0.2, -0.1], [0.0, 0.1, 0.0], [0.0, 0.1, -0.1], [-0.1, 0.1, 0.0], [0.0, -0.1, 0.2], [0.0, 0.0, 0.1], [0.1, 0.0, 0.0], [0.0, -0.1, 0.1], [-0.1, 0.1, -0.1], [0.0, -0.2, 0.1], [-0.1, 0.0, 0.0], [0.1, 0.1, 0.1], [-0.2, -0.1, 0.1], [-0.1, 0.0, -0.1], [0.0, 0.1, 0.1], [0.0, -0.3, 0.1], [0.0, -0.1, 0.0], [0.0, 0.0, 0.1], [0.0, 0.0, 0.0], [-0.1, -0.1, -0.1], [0.0, 0.0, 0.1], [0.1, -0.1, 0.0], [-0.1, 0.0, 0.0], [0.0, -0.1, 0.0], [0.0, 0.0, 0.0], [0.0, 0.0, 0.0], [0.0, 0.0, 0.0], [-0.1, 0.0, 0.1], [0.1, 0.0, 0.1], [0.0, 0.0, -0.1], [0.1, 0.2, -0.1], [0.1, -0.1, 0.0], [0.0, 0.0, 0.0], [0.0, 0.0, 0.0], [0.1, -0.1, 0.2], [0.0, 0.1, 0.1], [0.0, 0.0, -0.1], [0.0, 0.1, 0.0], [-0.1, -0.1, 0.1], [0.0, 0.1, 0.0], [0.0, 0.0, 0.0], [-0.1, 0.1, -0.1], [-0.1, 0.1, -0.1], [0.0, 0.0, -0.1], [0.1, 0.0, 0.1], [0.0, 0.0, 0.0], [0.0, 0.1, 0.0], [0.0, 0.0, 0.1], [0.1, -0.1, 0.0], [-0.1, 0.0, 0.0], [0.0, 0.0, -0.1], [0.0, 0.0, 0.0], [0.1, 0.0, 0.0], [0.0, 0.0, -0.1], [0.0, 0.1, 0.0], [0.1, 0.0, -0.1], [0.0, -0.1, 0.1], [0.0, 0.0, 0.0], [0.2, -0.1, 0.0], [0.0, 0.0, 0.0], [0.0, 0.0, 0.0], [0.0, 0.0, 0.0], [0.0, 0.0, 0.0]], "mulliken_spin": [0.0017, 0.0316, 0.0253, 2.2263, 0.0357, -0.1122, -0.0311, 0.0032, 0.0806, 0.0002, -0.0511, 0.0101, 0.0076, 0.2055, -0.0199, 0.0807, -0.0172, 0.0003, 0.1106, -0.0039, 0.0858, 0.0174, 0.0808, 0.0016, 0.0102, 0.2106, 0.7037, 0.0729, 0.0540, 0.0164, 0.0144, 0.0389, 0.0006, -0.0115, -0.0257, 0.0149, 0.0013, 0.0034, -0.0261, -0.0008, -0.0035, 0.0610, 0.0358, 0.0004, -0.0575, 0.0004, 0.1370, 0.0280, 0.0011, -0.0427, 0.0071, -0.0236, -0.0266, 0.0021, 0.0234, 0.1390, -0.0028, 0.1007, 0.1039, -0.0113, 0.0693, 0.0011, 0.0391, 0.0030, 0.0233, 0.0006, 0.2247, 0.0222, 0.0478, -0.0022, 0.2343, 0.0220, -0.0015, 0.0000, 0.0096, -0.0001, -0.0012, -0.0003, -0.0040, 0.0000, 0.0032, -0.0001, -0.0120, 0.0148, -0.0021, -0.0346, -0.0073, -0.0024, 0.0002, 0.0017, -0.0030, 0.0047, 0.0006, 0.0105, 0.0000, 0.0000, -0.0057, -0.0025, 0.0004, -0.0002, 0.0010, -0.0011, 0.0017, 0.0205, -0.0001, 0.0065, -0.0054, 0.0001, 0.0006, -0.0028, 0.0029, -0.0009, 0.0012, -0.0034, 0.0002, 0.0066, -0.0002, 0.0002]}